# C44H121N11O11

11 unconnected molecules or ions with the total composition C44H121N11O11 at a distorted geometry (ωB97M-V/def2-TZVPD, the OMol25 dataset).

```
187
C44H121N11O11 (ωB97M-V/def2-TZVPD)
C 6.805 2.114 -0.629
H -1.457 -1.736 3.031
H -2.128 -2.817 5.224
H -1.299 -5.007 -1.712
C 1.397 -4.152 -2.029
H 3.708 -0.258 -0.232
H 4.000 4.279 0.552
H -0.367 -7.935 3.699
H -0.936 2.624 -5.157
C 3.686 0.375 -5.291
C -1.335 6.725 -2.456
H 0.550 -1.847 1.561
C -2.007 -4.675 2.493
H 2.358 7.235 -3.992
C 2.172 5.132 -3.342
C -2.923 -3.656 -3.143
H 3.051 1.269 -5.323
C 2.067 -1.223 -4.104
H 7.267 0.169 -0.726
N 3.521 5.184 -2.824
O 3.509 -0.434 -6.431
H 2.786 5.988 -5.232
O -1.932 0.322 4.416
H 1.040 6.508 -4.858
C 3.554 -2.142 0.513
H 2.466 -6.912 3.813
C -2.941 -2.719 5.911
H 7.640 2.084 -2.680
H -1.625 4.631 -1.054
H -4.284 -0.891 -0.059
H 5.259 -2.037 -0.901
H -2.617 -4.778 3.456
C 0.179 2.697 -5.095
H -7.829 1.441 -1.522
H 0.381 -2.371 4.092
C 4.116 0.187 -7.542
H 1.318 5.674 -0.301
H 5.630 3.961 -0.621
N 2.965 -0.994 -0.205
O 0.551 3.842 -4.366
C -1.151 -3.932 -1.626
C 0.276 -3.607 -1.139
H -1.975 2.287 5.160
H 4.079 -2.376 4.524
H 2.353 -4.220 -1.488
H -2.582 -3.305 6.756
H 1.963 -1.928 -4.953
H 5.313 -3.332 0.363
H -1.390 5.821 -3.151
H 1.978 -1.688 -3.134
H 5.033 2.689 -1.709
O -1.111 -5.710 2.278
C 7.741 2.649 -1.714
H 0.091 -0.945 4.956
H -3.209 -4.735 -3.127
H 0.408 -2.447 -1.100
C -0.020 -5.849 3.163
C -2.184 0.416 -0.635
H -6.390 3.930 2.502
H 0.119 -7.320 1.229
C 3.487 -0.563 -4.122
H 1.389 -0.403 -4.116
H 1.262 -5.281 -2.232
H -3.438 1.795 4.307
H -3.018 -1.625 6.064
H 4.225 -1.324 -4.339
H -7.566 0.174 -0.307
C -2.635 1.471 4.950
O 4.772 2.332 0.306
H 5.489 -1.375 4.174
N 0.670 -7.767 1.919
O -2.305 -1.023 -0.543
H 8.773 2.565 -1.443
H -0.315 1.042 3.314
H 4.702 0.744 -5.101
H 3.730 4.488 -2.108
C -6.977 2.650 0.933
H 0.566 -8.777 1.790
H -0.316 2.251 -2.792
H 7.141 2.454 0.348
H -2.790 -4.714 1.752
H -3.059 -3.190 -4.111
H -5.356 -2.125 1.826
H 1.489 -3.607 -2.962
N -1.945 0.076 -3.031
C -5.348 4.512 0.732
O 4.781 -2.686 2.596
H -3.575 -3.181 -2.437
H -0.280 -4.756 0.565
N 3.728 0.221 -2.950
C 5.494 2.852 -0.770
H -4.926 5.387 1.231
H -7.074 -2.495 1.917
C 0.912 4.862 0.398
H -0.610 7.370 -3.000
H -0.544 5.993 1.529
H 2.171 2.930 -3.428
H -0.252 -5.398 4.169
C -6.241 -2.053 2.486
N 0.051 -0.967 1.694
H -7.475 -2.215 4.787
H 1.017 3.895 -0.213
C -1.116 2.173 -2.073
H 4.072 -0.571 -8.375
H -1.665 0.687 0.304
C 1.907 3.829 -4.036
H 4.226 -3.512 -0.953
H -7.732 3.310 0.541
O -1.567 -3.435 -2.865
H -0.731 4.066 2.474
H -4.609 4.126 0.032
H -6.165 4.900 0.137
C -1.430 5.539 -0.439
C -7.059 0.965 -0.839
H 0.749 -5.141 2.851
C 0.416 -7.337 3.255
C -5.780 -2.934 3.718
H 1.457 -1.013 3.740
H -2.151 -0.877 -2.796
H 7.592 3.775 -1.982
H 4.692 0.093 -2.672
C -0.620 -0.996 2.995
H 2.787 -2.831 0.776
C -4.537 -2.358 4.347
C -1.245 0.430 3.211
H 5.261 0.350 -7.392
O -4.143 -3.189 5.383
H -3.673 -2.132 3.690
H 4.865 -0.954 1.521
H -3.430 -2.488 0.155
C 2.070 6.275 -4.384
N -1.175 4.089 1.559
H 2.179 -0.538 0.318
H -7.432 2.007 1.676
H 4.189 4.994 -3.551
H 2.794 3.024 0.133
H 0.550 1.760 -4.690
C 0.433 -1.322 4.032
H -2.431 5.892 -0.187
N -4.775 2.535 2.295
H 3.169 -0.134 -2.160
H -1.801 -3.509 -0.817
C 4.992 -2.321 3.964
H 1.251 -7.150 5.176
H 3.585 1.042 -7.939
H -2.379 7.156 -2.448
H -6.809 -3.550 5.402
H -0.282 0.214 -1.522
H 3.469 3.017 1.756
N 0.459 -4.119 0.248
O -6.345 1.793 0.002
C -3.340 -1.415 0.280
C -5.826 3.435 1.688
H -1.522 -3.638 2.442
H -2.033 2.612 -2.492
H -0.615 -0.842 0.952
H 2.465 3.765 -4.947
H 1.291 -4.590 0.281
H -4.813 -1.333 4.829
N -7.015 -3.094 4.566
H -6.299 0.486 -1.525
H -0.870 3.130 1.146
H -1.350 -0.009 -3.893
C -0.578 5.183 0.779
H 1.560 4.846 1.283
H -3.970 3.031 2.678
C 4.672 -2.766 -0.299
H 1.391 5.302 -2.619
H 5.947 0.547 0.128
H -3.248 0.854 -0.723
H 3.388 -1.185 2.427
C -1.273 0.658 -1.856
H 2.032 -8.534 4.228
H -4.453 1.853 1.604
H -3.076 -1.146 1.344
C 1.608 -7.500 4.170
H -2.930 1.056 5.964
N 6.408 0.713 -0.785
C 3.725 3.210 0.681
H -1.839 0.781 2.343
H 5.626 -3.031 4.459
H 0.567 2.752 -6.070
H -0.790 2.609 -1.157
H -5.535 -3.955 3.346
O -0.747 6.458 -1.272
C 4.192 -1.694 1.869
H -6.281 -0.971 2.710
```

Calculated values
* LUMO energy: 0.556 eV
* net charge: 0
* multiplicity: 1
* E_HOMO: -8.7229 eV
* max |F|: 0.0675 hartree/bohr